(1)
82
Properties=species:S:1:pos:R:3 method="wB97M-V/def2-TZVPD" total_charge=+1 spin_multiplicity=4 lumo_ev="-4.02 / -4.05" gap_ev="6.9 / 6.9"
O -5.0583 -3.1602 -1.2812
H 0.7103 -2.1455 2.3614
C -0.3334 3.7356 5.6432
H -3.6357 -4.7850 -2.1159
H 0.6246 -0.6512 -4.9696
O 0.1627 -5.3141 -3.1215
O 0.1033 1.6371 0.6811
N 3.1881 -0.1882 4.4370
H -1.5819 -6.4605 -3.2082
H -0.0471 -0.8706 0.2387
H 0.4266 -3.8105 2.7100
C -1.0267 -5.5097 -3.2062
H -2.4171 -2.6249 -4.1679
C 1.1542 -3.1357 2.2589
H 3.4023 -0.7444 -5.6071
O -0.2387 4.4957 0.0567
H -3.8516 -4.3745 -3.8622
H -1.2526 3.7498 5.0575
C 0.1727 -3.5480 -0.0198
H 1.2452 8.1653 -0.4356
C 2.4870 5.4851 0.0799
C 1.6182 7.3682 -1.0788
H -4.6796 -0.6318 -0.1740
H 1.8341 3.0638 3.3304
C 0.8059 3.3291 3.6216
C -1.7747 -3.0912 -3.4209
H 2.6964 7.4795 -1.1938
C -0.1337 -0.3347 -0.7066
H -3.1883 -1.5584 -0.2733
H -0.7981 -3.1528 0.2793
O 3.7388 -2.9604 0.9144
C -0.5545 1.0008 -0.1806
H -0.0739 -4.6007 0.1181
N -1.9398 -4.5829 -3.2447
H 3.2479 5.2656 -0.6690
O 2.7687 0.6272 -3.1266
N 0.8572 3.4685 4.9133
H -2.0345 -2.6042 -2.4810
C 2.6660 -3.2744 0.3377
H 2.9972 -0.6235 1.2774
C -4.1498 -1.4917 0.2358
H 1.2650 -1.6630 -3.5782
O -0.2301 3.4012 2.9647
H 2.0813 -3.2986 2.8085
H -0.6525 6.2757 -0.9064
C 1.0025 -0.6716 -3.9474
C -5.5552 -3.4763 1.0727
C -3.3623 -5.0304 -3.1421
H -3.9792 -1.3802 1.3065
V -1.6089 3.1159 1.1803
C 0.0584 5.5416 -0.4967
H 1.5598 2.1881 6.3292
H -0.8982 -0.7477 -1.3646
H 2.7861 1.1015 1.6783
H -3.5499 -6.0561 -3.4595
H 0.3645 -3.3950 -1.0819
H 3.7823 0.9634 -5.2371
O -1.7501 1.3824 -0.2988
H -0.6609 2.9658 6.3420
H 2.6694 -3.5462 -0.7293
H -4.8585 -3.6805 1.8858
H -6.2676 -2.6757 1.2714
H -6.1121 -4.3555 0.7488
C 2.9836 0.2342 -5.3724
H 0.8549 -0.3429 -1.1656
H 0.2848 -0.1556 -3.3097
C 1.8975 3.0498 5.7534
H -0.7308 -2.8305 -3.5949
H 2.3537 0.6097 -6.1788
N 1.3235 6.0550 -0.5177
H 1.1202 7.5466 -2.0319
C 2.9076 -0.0814 3.3368
C 2.2897 0.1273 -4.0673
H 2.3464 4.6199 0.7279
H 2.8665 6.3315 0.6524
H 1.4297 -0.1949 1.9421
C 2.4832 0.0845 1.9276
H 2.1395 3.9254 6.3558
C -4.8361 -2.8015 -0.1085
H -0.1619 4.6785 6.1623
H 2.8700 2.8726 5.2942
N 1.3571 -3.3286 0.8402

=====

(2)
65
Properties=species:S:1:pos:R:3 method="wB97M-V/def2-TZVPD" total_charge=+1 spin_multiplicity=1 lumo_ev="-4.87 / -4.92" gap_ev="4.8 / 4.4"
C 3.5720 -2.1469 -2.2918
C -4.2701 1.0473 -1.0682
C 4.2529 1.3065 0.1651
C 2.3894 -1.6938 0.0561
N 1.8087 -1.4051 1.2182
Ge 2.7330 2.2472 0.9459
N -0.8613 0.0298 1.9299
H 4.2167 1.3201 -0.9240
H -3.8948 -2.8014 -0.6838
Si -1.7404 -1.7258 -1.3714
H 2.1077 4.6979 1.2130
H -3.7975 -1.5858 3.7307
H -1.8602 -0.8402 -3.6856
C -2.9567 -1.0906 1.8324
H -2.7081 3.6298 0.2072
C 4.1178 -2.7832 -1.2050
H -2.1952 1.5654 -3.2362
H -1.4520 -3.8908 -0.2004
C 2.6049 1.8193 2.8471
W 0.4936 0.0751 0.2577
H -1.9130 -0.6016 5.0293
H 3.5992 1.8701 3.2913
H -1.4003 2.7930 1.0462
H 1.9638 2.5451 3.3485
C -0.7583 -3.1504 -0.6043
H 0.6809 2.5874 -0.6865
H 2.2034 0.8228 3.0320
H -0.6568 1.9167 -2.4609
C -0.8528 -0.0256 3.2721
H 2.0566 -0.7869 -3.0687
H 4.3023 0.2690 0.5011
C -1.7359 2.0575 -2.3777
C -1.0758 -1.2761 -3.0641
H -3.7600 -1.5134 1.2472
C -3.4799 -2.3872 -1.6046
H -3.4292 -3.2099 -2.3232
H -0.2707 -0.5410 -3.0002
H -4.1835 -1.6600 -1.9976
H -3.0859 2.3946 1.3982
C -1.8875 -0.4495 1.2008
H -4.7470 0.5949 -0.1960
C 2.4411 -1.2890 -2.1935
H 4.9913 -3.4138 -1.2859
C -2.3880 2.6632 0.6017
C 3.5038 -2.5694 0.0660
H -0.7004 -2.1580 -3.5849
Se 2.6771 -2.3777 2.4793
N 1.8457 -1.0669 -1.0205
H 5.1758 1.7932 0.4823
H 0.0117 0.3925 3.7705
H -0.0979 -2.8820 0.2267
C -2.9650 -1.1294 3.2113
H 2.9932 4.4670 -0.3011
H -4.4508 0.4117 -1.9306
C -1.5824 -0.2206 -0.2382
C 1.0538 1.7779 -0.0615
C 2.9355 4.1675 0.7442
H -1.9389 3.1259 -2.4714
N 3.7976 -3.0620 1.2639
H 3.9973 -2.2754 -3.2770
H 3.8610 4.4635 1.2392
H -4.7816 1.9945 -1.2587
H -0.1463 -3.6551 -1.3543
C -1.9104 -0.5805 3.9498
Si -2.4531 1.3983 -0.7770

=====

(3)
106
Properties=species:S:1:pos:R:3 method="wB97M-V/def2-TZVPD" total_charge=+1 spin_multiplicity=1 lumo_ev=-3.71 gap_ev=8.5
H 3.3613 9.6860 0.0228
H -6.7300 -4.2185 -1.4629
C 2.3783 8.4053 1.4288
H -2.9737 -6.0107 -1.3709
O -1.0481 -4.1606 -0.8794
H -12.0139 -1.1051 -0.4995
O 2.9059 8.2644 -2.1868
C -12.2866 -2.1581 -0.3835
O 4.8291 -4.9949 -0.7223
C 4.0051 7.6837 -1.6603
H 0.0540 0.6199 0.7703
C -1.9029 -6.1877 -1.4645
H 4.7820 4.1748 3.2900
H -0.9253 4.2404 3.4303
S 3.4118 -1.3546 5.5682
C 3.6361 -4.2113 -0.5470
C -7.6354 -5.4753 0.0165
H -13.4876 -3.6083 -1.4665
C -1.0024 -4.9808 0.2034
H 8.2584 4.4128 -2.4445
H -0.1506 -5.3028 -2.3319
H 2.5924 3.8664 3.2445
N 3.8632 -0.0740 3.1464
C 5.4194 2.5634 4.4804
H 4.3980 2.6342 1.1485
H 5.5292 1.5534 2.0255
H 1.7239 9.2191 1.7383
F 2.0040 -1.3397 1.5316
H 2.8526 2.7114 4.5313
C 3.0832 2.9229 3.4792
O -0.7038 -4.6332 1.3043
N 0.0557 4.1631 3.1930
O 8.4131 2.8955 0.9776
H -1.7344 -7.1246 -1.9854
O -9.8146 -3.5735 -2.2488
O -5.7602 -6.0327 -1.4539
H 3.7505 -4.2732 1.5933
H 5.9928 3.1766 1.6299
C 5.1437 2.5729 1.9465
N 1.2794 1.9930 1.9817
C 3.0079 -4.3983 0.8050
H -1.7388 -4.9284 -4.1046
C -10.8339 -3.1442 -1.8021
H 6.2246 5.4664 -1.6199
O 9.0885 4.3949 -0.5652
O 3.9744 7.7560 -0.3072
H 3.9232 -3.1614 -0.6769
C 4.9873 -5.2129 -2.0541
H 1.3658 7.6011 -0.9983
H -8.4779 -5.0575 -2.8991
N 2.7680 0.5675 2.5639
H 10.1736 6.0609 -2.3033
C -12.9712 -2.3759 0.9370
H -6.9117 -5.3147 0.8151
H -2.8942 -4.1500 -3.0156
H 5.0687 3.0357 5.4024
O -1.3334 -6.2359 -0.1383
C 7.0561 5.3499 -0.9368
H -8.4489 -4.7602 0.1350
C -1.8348 -4.3182 -3.2081
C 8.3855 5.1096 -1.6110
C -5.5726 -6.2785 -2.7710
O 4.8794 7.1844 -2.2927
H 6.4709 2.8332 4.3701
H 5.3292 1.4848 4.5990
O 5.9636 -5.6464 -2.5631
C -1.1678 -5.0103 -2.0517
H 1.8110 7.4727 1.4574
O -4.5652 -6.7200 -3.2335
H -1.3643 -3.3530 -3.3966
C 9.1443 6.3251 -2.0656
C -13.0111 -2.6378 -1.6205
H 1.2279 4.1950 1.0218
C 4.6197 3.0925 3.2893
H 7.0885 6.1947 -0.2457
H -12.2689 -2.2286 1.7560
H -8.2108 -6.7409 -2.3557
H 2.1009 -3.9363 -2.0760
H 2.2213 -3.6602 0.9493
P 0.3617 3.4800 1.8501
H 8.6778 6.7325 -2.9617
H -8.0334 -6.4852 0.1210
H 3.1894 8.3283 2.1514
C 2.9254 8.6836 0.0560
O -11.0603 -2.9220 -0.4914
C 1.8565 -0.0885 1.7617
H -13.7840 -1.6594 1.0512
C -6.9897 -5.2723 -1.3251
H 1.3569 9.3549 -1.3297
C 1.9840 8.4959 -1.1116
C -7.7474 -5.7670 -2.5312
O -11.9153 -2.8224 -2.5359
H 2.5670 -5.3880 0.9277
C 8.1766 3.7285 0.1603
H -13.7276 -1.9308 -2.0270
O -6.6712 -5.9619 -3.4760
C 2.4154 1.8523 2.6910
H -0.7008 2.9915 1.0840
H -13.3775 -3.3844 1.0180
C 2.8289 -4.6701 -1.7373
C 3.6420 -0.6166 4.2456
C 0.9196 0.7802 1.3899
H 9.1626 7.0978 -1.2965
O 3.8548 -4.8549 -2.7194
O 6.9197 4.1378 -0.1577
H 2.3403 -5.6339 -1.5706